{"formula": "C8H11AuNO2", "method": "wB97M-V/def2-TZVPD", "s2": 2.024, "total_energy_ev": -17746.9401, "multiplicity": 3, "fmax_ev_per_a": 3.46, "charge": -1, "orbital_gap_ev": [4.57, 6.21], "species": ["C", "C", "C", "C", "C", "Au", "N", "C", "C", "H", "H", "H", "H", "H", "H", "H", "H", "H", "H", "O", "C", "O", "H"], "xyz": [[-0.93, 2.05, -2.50], [0.39, 1.59, -2.58], [1.06, 1.90, -1.31], [0.02, 2.60, -0.46], [-1.16, 2.67, -1.22], [0.95, 0.69, 0.35], [-0.83, -2.44, 0.92], [-0.77, -3.82, 0.47], [0.21, -2.68, 0.01], [2.12, 2.07, -1.17], [0.87, 1.13, -3.45], [0.18, 3.03, 0.52], [-2.06, 3.22, -0.96], [-1.68, 2.02, -3.31], [0.03, -2.13, -0.93], [-1.61, -4.01, -0.21], [-0.29, -2.12, 1.79], [1.17, -2.52, 0.50], [-0.42, -4.56, 1.19], [0.94, -0.76, 2.47], [0.69, 0.32, 3.10], [0.11, 1.34, 2.61], [1.02, 0.41, 4.17]]}


{"formula": "C8H11BrN3O2", "method": "wB97M-V/def2-TZVPD", "total_energy_ev": -87070.9421, "fmax_ev_per_a": 4.97, "charge": 1, "orbital_gap_ev": [7.09, 7.09], "species": ["C", "C", "C", "C", "C", "C", "C", "C", "N", "N", "N", "O", "O", "Br", "H", "H", "H", "H", "H", "H", "H", "H", "H", "H", "H"], "xyz": [[-3.72, 0.29, -0.45], [-1.45, 0.71, 0.00], [0.32, -0.57, 0.81], [-2.49, -0.30, 0.26], [1.89, -0.74, 0.74], [2.37, -0.33, -0.60], [0.73, 1.57, -0.41], [2.24, -2.22, 1.08], [-3.38, 1.38, -0.96], [-0.12, 0.62, 0.20], [-2.07, 1.66, -0.66], [-0.42, -1.37, 1.29], [0.28, 1.93, -1.68], [4.13, 0.03, -0.83], [-4.69, 0.04, -0.50], [-2.76, -0.62, 1.33], [-2.34, -1.37, -0.17], [2.26, -0.12, 1.56], [1.91, -0.81, -1.55], [1.39, 2.34, 0.13], [1.93, -2.84, 0.29], [1.66, -2.39, 2.06], [3.37, -2.14, 1.08], [-1.66, 2.47, -1.18], [0.59, 2.78, -1.83]]}


{"formula": "C8H11Cl", "method": "wB97M-V/def2-TZVPD", "total_energy_ev": -20992.5199, "fmax_ev_per_a": 5.53, "charge": 0, "orbital_gap_ev": 9.31, "species": ["C", "C", "C", "C", "C", "C", "Cl", "C", "C", "H", "H", "H", "H", "H", "H", "H", "H", "H", "H", "H"], "xyz": [[-1.41, -2.16, 1.81], [-0.68, -1.29, 1.38], [0.07, -0.12, 1.28], [-0.03, 0.83, 2.41], [1.39, -0.27, 0.39], [0.30, 0.50, -0.40], [0.73, 2.20, -0.48], [-0.41, -0.12, -1.56], [-0.07, 0.46, -2.89], [-2.05, -3.06, 1.94], [0.42, 0.36, 3.39], [-0.99, 1.30, 2.66], [0.40, 1.87, 2.23], [2.22, 0.32, 0.40], [1.47, -1.31, 0.04], [-0.03, -1.21, -1.58], [-1.52, -0.06, -1.39], [1.07, 0.70, -2.85], [-0.64, 1.33, -3.13], [-0.25, -0.27, -3.65]]}


{"formula": "C8H11Cl21NO5PS", "method": "wB97M-V/def2-TZVPD", "total_energy_ev": -303293.0385, "fmax_ev_per_a": 9.50, "charge": 0, "orbital_gap_ev": 8.35, "species": ["N", "O", "C", "O", "O", "P", "O", "O", "S", "H", "H", "H", "H", "C", "Cl", "Cl", "Cl", "H", "C", "Cl", "Cl", "Cl", "H", "C", "Cl", "Cl", "Cl", "H", "C", "Cl", "Cl", "Cl", "H", "C", "Cl", "Cl", "Cl", "H", "C", "Cl", "Cl", "Cl", "H", "C", "Cl", "Cl", "Cl", "H"], "xyz": [[-0.27, 1.36, 0.56], [-0.95, 0.34, 1.18], [-2.15, -0.01, 0.36], [-2.44, -1.32, 0.17], [-3.01, 0.99, -0.29], [-4.30, 1.52, 0.74], [-5.80, 0.76, 0.29], [-4.52, 3.26, 0.45], [-3.99, 1.31, 2.65], [-0.42, 1.29, -0.49], [-0.70, 2.23, 0.95], [-5.61, -0.05, -0.30], [-3.58, 3.62, 0.43], [2.44, 3.52, -1.19], [3.58, 2.32, -0.56], [0.86, 2.77, -1.48], [2.29, 4.88, -0.07], [2.82, 3.89, -2.14], [6.59, 1.93, -3.56], [7.50, 1.96, -5.09], [7.42, 2.91, -2.34], [4.94, 2.52, -3.81], [6.54, 0.90, -3.21], [-2.61, 4.54, -3.21], [-4.03, 4.83, -4.23], [-2.36, 5.89, -2.09], [-2.78, 3.02, -2.33], [-1.73, 4.46, -3.86], [1.09, -2.50, 2.62], [2.32, -1.58, 1.74], [1.29, -4.24, 2.33], [1.17, -2.15, 4.36], [0.11, -2.20, 2.26], [-7.46, 3.06, 3.42], [-6.67, 2.29, 2.04], [-7.05, 4.78, 3.49], [-9.22, 2.85, 3.34], [-7.10, 2.58, 4.34], [1.34, -7.42, 0.48], [2.40, -8.00, -0.82], [-0.04, -8.52, 0.69], [2.24, -7.24, 1.99], [0.95, -6.44, 0.19], [6.16, -6.28, 0.06], [5.09, -5.00, 0.65], [5.83, -6.63, -1.65], [7.86, -5.82, 0.29], [5.96, -7.18, 0.64]]}


{"formula": "C8H11Cl3KN2O3Si", "method": "wB97M-V/def2-TZVPD", "total_energy_ev": -79374.9266, "fmax_ev_per_a": 3.39, "charge": -1, "orbital_gap_ev": 5.97, "species": ["K", "C", "C", "C", "C", "C", "C", "O", "N", "C", "O", "N", "C", "O", "H", "H", "H", "H", "H", "H", "H", "H", "H", "H", "H", "Cl", "Si", "Cl", "Cl"], "xyz": [[-2.20, -2.93, -1.41], [2.44, 2.49, 1.71], [2.06, 1.45, 0.69], [0.62, 0.90, 0.66], [-0.37, 1.98, 0.13], [-1.70, 1.47, -0.48], [0.14, 0.25, 2.00], [0.45, 0.69, 3.10], [-0.64, -0.90, 1.88], [-1.07, -1.56, 0.77], [-1.86, -2.49, 1.00], [-0.44, -1.19, -0.36], [0.58, -0.27, -0.42], [1.46, -0.31, -1.29], [3.46, 2.42, 1.96], [1.91, 2.31, 2.64], [2.18, 3.59, 1.44], [2.67, 0.52, 0.83], [2.39, 1.75, -0.29], [0.18, 2.51, -0.71], [-0.69, 2.72, 0.87], [-1.59, 0.71, -1.18], [-2.13, 2.34, -0.93], [-2.39, 1.12, 0.31], [-1.04, -1.24, 2.72], [-0.51, -3.21, -5.11], [-1.14, -5.02, -4.23], [0.41, -5.47, -2.76], [-3.19, -4.63, -3.53]]}


{"formula": "C8H11Cl6N", "method": "wB97M-V/def2-TZVPD", "total_energy_ev": -85098.3517, "fmax_ev_per_a": 2.96, "charge": 0, "orbital_gap_ev": 10.35, "species": ["C", "C", "C", "N", "C", "C", "H", "H", "H", "H", "H", "Cl", "C", "Cl", "H", "H", "Cl", "C", "Cl", "H", "H", "Cl", "C", "Cl", "H", "H"], "xyz": [[1.46, -4.27, -0.56], [0.47, -3.40, -0.99], [0.45, -2.12, -0.44], [1.36, -1.70, 0.52], [2.32, -2.55, 0.97], [2.39, -3.82, 0.39], [1.54, -5.29, -0.90], [-0.30, -3.74, -1.67], [-0.28, -1.44, -0.83], [3.08, -2.25, 1.67], [3.20, -4.52, 0.54], [2.00, 2.77, -3.05], [3.03, 1.72, -2.05], [3.50, 0.18, -2.89], [3.91, 2.28, -1.73], [2.43, 1.36, -1.21], [-0.49, 1.32, -0.82], [-2.09, 2.06, -0.57], [-1.88, 3.64, 0.11], [-2.53, 2.22, -1.55], [-2.73, 1.40, 0.02], [-4.92, 3.78, 4.43], [-4.18, 3.34, 2.86], [-3.58, 1.65, 2.95], [-4.89, 3.48, 2.05], [-3.26, 3.91, 2.73]]}


{"formula": "C8H11ClN4", "method": "wB97M-V/def2-TZVPD", "total_energy_ev": -26952.8655, "fmax_ev_per_a": 5.25, "charge": 0, "orbital_gap_ev": 7.66, "species": ["C", "C", "N", "C", "C", "N", "C", "C", "Cl", "N", "C", "C", "N", "H", "H", "H", "H", "H", "H", "H", "H", "H", "H", "H"], "xyz": [[-3.18, -0.81, -0.10], [-2.25, 0.26, -0.77], [-0.84, -0.09, -0.70], [-0.32, 0.24, 0.54], [-0.54, -0.49, 1.63], [-1.00, -0.88, 2.73], [0.74, 1.33, 0.59], [2.17, 0.76, 0.40], [3.49, 1.71, 1.26], [2.58, 0.94, -0.96], [2.99, -0.06, -1.61], [2.84, -1.41, -1.30], [2.47, -2.47, -1.07], [-3.10, -1.68, -0.68], [-2.58, -0.97, 0.75], [-4.12, -0.45, -0.04], [-2.64, 0.29, -1.88], [-2.41, 1.22, -0.30], [-0.38, 0.36, -1.53], [-0.53, -1.75, 3.13], [0.57, 1.66, 1.58], [0.48, 2.28, -0.06], [2.19, -0.19, 1.04], [3.36, 0.20, -2.65]]}


{"formula": "C8H11ClNO2P", "method": "wB97M-V/def2-TZVPD", "s2": 2.043, "total_energy_ev": -35867.8594, "multiplicity": 3, "fmax_ev_per_a": 5.99, "charge": 0, "orbital_gap_ev": [5.21, 7.03], "species": ["C", "C", "C", "C", "C", "C", "C", "C", "N", "O", "O", "P", "Cl", "H", "H", "H", "H", "H", "H", "H", "H", "H", "H", "H"], "xyz": [[2.31, 2.08, -1.47], [2.72, 1.34, -0.35], [1.00, 2.51, -1.52], [1.87, 1.08, 0.69], [0.04, 2.16, -0.57], [0.55, 1.52, 0.56], [-1.27, -2.45, -0.23], [-1.27, -1.66, 1.03], [-0.32, 1.30, 1.68], [-2.76, 2.04, 0.90], [-1.99, -0.41, 0.63], [-1.94, 0.97, 1.36], [-2.46, 0.39, 3.17], [3.05, 2.43, -2.05], [3.68, 0.99, -0.20], [0.53, 3.00, -2.50], [2.25, 0.62, 1.63], [-0.99, 2.48, -0.83], [-2.35, -2.77, -0.54], [-0.81, -1.93, -1.14], [-0.46, -3.36, -0.18], [-0.34, -1.18, 1.35], [-1.86, -2.21, 1.85], [0.13, 0.80, 2.52]]}


{"formula": "C8H11ClNO2S", "method": "wB97M-V/def2-TZVPD", "total_energy_ev": -37418.1521, "fmax_ev_per_a": 4.63, "charge": -1, "orbital_gap_ev": 6.65, "species": ["C", "C", "C", "C", "C", "C", "C", "C", "N", "O", "O", "S", "Cl", "H", "H", "H", "H", "H", "H", "H", "H", "H", "H", "H"], "xyz": [[2.80, -1.17, 0.72], [4.27, 0.98, 0.38], [3.15, -1.29, -0.56], [0.79, -0.83, -0.11], [0.01, 1.43, -0.25], [-1.39, -0.27, 1.10], [-1.34, -0.45, -1.34], [-0.52, 0.01, -0.15], [1.49, -0.73, 0.96], [5.30, 0.55, 0.59], [3.38, 1.70, 0.24], [1.80, -1.08, -1.61], [-0.08, -2.95, 0.24], [3.43, -1.13, 1.52], [4.03, -1.42, -1.16], [0.93, 1.46, 0.37], [-0.79, 2.11, -0.02], [0.21, 1.54, -1.31], [-2.24, 0.34, 1.34], [-1.64, -1.37, 1.03], [-0.53, -0.36, 1.83], [-2.45, 0.00, -1.38], [-1.40, -1.49, -1.19], [-0.88, -0.18, -2.28]]}


{"formula": "C8H11ClO4S", "method": "wB97M-V/def2-TZVPD", "total_energy_ev": -40017.7963, "fmax_ev_per_a": 6.02, "charge": 0, "orbital_gap_ev": 8.13, "species": ["C", "O", "C", "C", "C", "C", "C", "C", "O", "C", "S", "O", "O", "Cl", "H", "H", "H", "H", "H", "H", "H", "H", "H", "H", "H"], "xyz": [[0.98, -2.21, 1.07], [1.50, -0.99, 0.53], [0.93, -0.58, -0.66], [1.81, 0.31, -1.32], [1.77, 1.65, -1.34], [0.70, 2.35, -0.69], [-0.40, 1.67, -0.18], [-0.39, 0.22, -0.37], [-1.31, -0.61, 0.20], [-2.67, -0.19, 0.37], [-1.15, 0.27, -2.30], [-2.31, -0.52, -2.36], [-0.20, 0.15, -3.37], [-1.86, 2.25, -2.54], [0.25, -2.20, 1.84], [1.84, -2.77, 1.44], [0.59, -2.94, 0.42], [0.69, -1.46, -1.28], [2.81, -0.04, -1.76], [2.61, 2.25, -1.77], [0.75, 3.38, -0.74], [-1.17, 2.32, 0.12], [-2.83, -0.14, 1.49], [-3.31, -1.01, 0.07], [-2.88, 0.65, -0.28]]}


Copy entry 5 word for word.
{"formula": "C8H11Cl3KN2O3Si", "method": "wB97M-V/def2-TZVPD", "total_energy_ev": -79374.9266, "fmax_ev_per_a": 3.39, "charge": -1, "orbital_gap_ev": 5.97, "species": ["K", "C", "C", "C", "C", "C", "C", "O", "N", "C", "O", "N", "C", "O", "H", "H", "H", "H", "H", "H", "H", "H", "H", "H", "H", "Cl", "Si", "Cl", "Cl"], "xyz": [[-2.20, -2.93, -1.41], [2.44, 2.49, 1.71], [2.06, 1.45, 0.69], [0.62, 0.90, 0.66], [-0.37, 1.98, 0.13], [-1.70, 1.47, -0.48], [0.14, 0.25, 2.00], [0.45, 0.69, 3.10], [-0.64, -0.90, 1.88], [-1.07, -1.56, 0.77], [-1.86, -2.49, 1.00], [-0.44, -1.19, -0.36], [0.58, -0.27, -0.42], [1.46, -0.31, -1.29], [3.46, 2.42, 1.96], [1.91, 2.31, 2.64], [2.18, 3.59, 1.44], [2.67, 0.52, 0.83], [2.39, 1.75, -0.29], [0.18, 2.51, -0.71], [-0.69, 2.72, 0.87], [-1.59, 0.71, -1.18], [-2.13, 2.34, -0.93], [-2.39, 1.12, 0.31], [-1.04, -1.24, 2.72], [-0.51, -3.21, -5.11], [-1.14, -5.02, -4.23], [0.41, -5.47, -2.76], [-3.19, -4.63, -3.53]]}


Which of these has the highest charge?
C8H11BrN3O2


charge of number 8 (C8H11ClNO2P)?
0


Which value of charge does entry 4 give?
0